The following is a quantum chemistry calculation of 2 unconnected molecules or ions with the total composition CH3BrOS at a distorted geometry, from the OMol25 dataset.

Each atom is followed by the atoms it is bonded to, with distances in Å.
Cartesian coordinates (Å):
1 C -0.032 -0.073 0.017  H5 1.043, H6 1.049, H7 0.978
2 O 0.101 -3.558 0.302  S3 1.461
3 S -1.164 -2.827 0.292  O2 1.461, Br4 2.199
4 Br -1.769 -2.302 2.339  S3 2.199
5 H -0.199 0.201 -0.975  C1 1.043
6 H 0.816 -0.505 0.459  C1 1.049
7 H -0.777 0.182 0.598  C1 0.978

## Properties
E_LUMO (alpha / beta)   -0.051 / -0.011 Ha
E_tot   -3087.22486 Eh
Strongest force on any atom   5.0 eV/Å
ΔE to the lowest compared entry with this formula, charge and spin   2.4007 eV